(1)
DFT (ωB97M-V/def2-TZVPD) results for the molecule C5H11NO in a non-equilibrium geometry.

Output
SMILES: CC(C)CC(N)=O
LUMO energy in eV: 0.89
Spin multiplicity: 1
HOMO in eV: -9.59
Total energy in eV: -8901.3701

Last column: natural (NBO) charge in e.
Cartesian coordinates (Å):
C: 1.06 -1.51 -0.10  -0.649
C: 1.08 -0.09 0.43  -0.204
C: 2.47 0.57 0.05  -0.594
C: 0.02 0.86 -0.16  -0.490
C: -1.39 0.27 -0.20  0.677
N: -2.13 0.46 0.92  -0.826
O: -1.78 -0.35 -1.15  -0.612
H: 0.35 -1.68 -0.91  0.239
H: 1.97 -1.92 -0.54  0.213
H: 0.74 -2.23 0.65  0.216
H: 1.05 -0.10 1.52  0.194
H: 2.56 0.33 -1.01  0.204
H: 3.23 -0.02 0.56  0.207
H: 2.52 1.62 0.29  0.206
H: 0.00 1.77 0.46  0.204
H: 0.30 1.18 -1.16  0.231
H: -3.01 0.03 1.14  0.402
H: -1.75 0.96 1.70  0.383

***

(2)
DFT (ωB97M-V/def2-TZVPD) results for the molecule C5H11NO in a non-equilibrium geometry.

Output
SMILES: CC(C)CC(N)=O
LUMO energy in eV: 0.90
Spin multiplicity: 1
HOMO in eV: -9.84
Total energy in eV: -8901.3062

Last column: natural (NBO) charge in e.
Cartesian coordinates (Å):
C: -0.15 0.63 -1.67  -0.610
C: -0.35 0.63 -0.17  -0.202
C: -1.78 1.12 0.15  -0.605
C: -0.07 -0.75 0.51  -0.514
C: 1.18 -0.70 1.30  0.683
N: 2.23 -1.42 0.69  -0.843
O: 1.38 -0.22 2.39  -0.596
H: -0.83 -0.04 -2.20  0.200
H: -0.32 1.65 -2.00  0.216
H: 0.82 0.25 -1.98  0.210
H: 0.39 1.30 0.29  0.209
H: -1.99 1.06 1.21  0.215
H: -2.52 0.56 -0.42  0.203
H: -1.87 2.18 -0.09  0.209
H: -0.94 -1.13 1.06  0.240
H: -0.04 -1.44 -0.34  0.201
H: 2.99 -1.67 1.29  0.401
H: 1.87 -2.03 -0.03  0.382

***

(3)
DFT (ωB97M-V/def2-TZVPD) results for the molecule C5H11NO in a non-equilibrium geometry.

Output
SMILES: CC(C)N(C)C=O
LUMO energy in eV: 0.88
Spin multiplicity: 1
HOMO in eV: -9.30
Total energy in eV: -8900.4180

Last column: natural (NBO) charge in e.
Cartesian coordinates (Å):
C: 1.12 0.30 -1.42  -0.621
C: 0.71 -0.38 -0.10  -0.032
C: 1.41 0.11 1.17  -0.661
N: -0.73 -0.14 0.18  -0.459
C: -1.72 0.01 -0.86  -0.400
C: -1.22 -0.21 1.46  0.546
O: -0.80 -0.83 2.42  -0.606
H: 0.88 1.37 -1.42  0.208
H: 2.20 0.20 -1.57  0.225
H: 0.65 -0.14 -2.30  0.211
H: 0.90 -1.45 -0.22  0.187
H: 0.86 -0.40 2.03  0.278
H: 2.45 -0.21 1.25  0.210
H: 1.40 1.22 1.16  0.200
H: -1.45 0.77 -1.60  0.200
H: -1.88 -0.93 -1.39  0.193
H: -2.67 0.30 -0.41  0.212
H: -2.11 0.42 1.59  0.109

***

(4)
DFT (ωB97M-V/def2-TZVPD) results for the molecule C5H11NO in a non-equilibrium geometry.

Output
SMILES: C=C(C)[C@H](O)NC
LUMO energy in eV: 0.99
Spin multiplicity: 1
HOMO in eV: -9.26
Total energy in eV: -8900.0191

Last column: natural (NBO) charge in e.
Cartesian coordinates (Å):
C: -1.66 -0.15 -1.79  -0.388
C: -1.08 -0.10 -0.57  -0.011
C: -1.90 -0.44 0.65  -0.654
C: 0.35 0.36 -0.36  0.203
O: 1.10 0.04 -1.52  -0.713
N: 1.03 -0.29 0.75  -0.638
C: 2.28 0.40 1.06  -0.422
H: -1.10 0.13 -2.68  0.213
H: -2.69 -0.44 -1.92  0.194
H: -2.96 -0.60 0.40  0.223
H: -1.53 -1.37 1.11  0.220
H: -1.85 0.36 1.39  0.206
H: 0.34 1.45 -0.24  0.152
H: 1.39 -0.86 -1.33  0.474
H: 0.44 -0.21 1.57  0.360
H: 2.79 -0.13 1.88  0.202
H: 2.10 1.43 1.39  0.169
H: 2.97 0.42 0.21  0.211